A structure of composition C38H75BBr2O13Si in a non-equilibrium geometry, computed with ωB97M-V with the def2-TZVPD basis set.

```
! wB97M-V def2-TZVPD RIJCOSX def2/J DEFGRID3
* xyz 0 1
C -1.789 -2.942 0.065
C -2.383 -2.538 -1.360
Br -1.275 -3.533 -2.725
C -2.218 -0.971 -1.738
Br -2.469 -0.797 -3.699
C -3.108 0.026 -0.847
C -2.105 0.519 0.288
B -1.280 1.884 -0.106
O -1.757 3.208 0.137
O 0.036 1.746 -0.711
O -4.117 -0.836 -0.194
C -5.243 -0.891 -1.057
O -6.209 -1.661 -1.097
O -5.156 0.128 -2.047
C -4.121 1.039 -1.521
O -3.602 2.008 -2.483
Si -5.211 2.201 -0.389
C -5.149 1.767 1.471
C -4.866 4.078 -0.678
C -7.060 1.947 -0.931
H -2.298 -3.935 0.355
H -0.667 -3.193 0.036
H -2.050 -2.217 0.910
H -3.453 -2.901 -1.545
H -1.113 -0.719 -1.529
H -2.617 0.745 1.297
H -1.288 -0.251 0.548
H -1.172 3.822 -0.370
H -0.142 1.360 -1.601
H -4.420 2.356 -2.915
H -5.109 0.657 1.712
H -4.204 2.228 1.949
H -6.030 2.245 2.020
H -3.972 4.475 -0.102
H -4.845 4.283 -1.796
H -5.784 4.649 -0.271
H -7.444 0.895 -0.656
H -7.217 2.173 -2.034
H -7.673 2.667 -0.283
C 2.563 5.096 -1.328
C 2.537 6.521 -0.819
C 1.424 7.131 -1.648
O 0.493 6.076 -1.933
C 1.093 4.823 -1.577
H 3.015 4.388 -0.632
H 3.117 5.049 -2.272
H 2.263 6.530 0.241
H 3.488 7.045 -0.930
H 1.802 7.512 -2.600
H 0.911 7.943 -1.127
H 0.598 4.461 -0.670
H 0.929 4.097 -2.377
C 3.515 11.927 -3.462
C 2.044 12.020 -3.121
C 1.566 10.608 -3.400
O 2.674 9.735 -3.139
C 3.860 10.528 -2.989
H 4.125 12.698 -2.990
H 3.650 11.999 -4.546
H 1.924 12.251 -2.058
H 1.506 12.774 -3.697
H 1.282 10.485 -4.451
H 0.717 10.321 -2.775
H 4.133 10.524 -1.928
H 4.675 10.080 -3.561
C 3.738 0.360 -3.238
C 3.315 -0.995 -2.713
C 1.827 -0.801 -2.503
O 1.390 0.155 -3.480
C 2.543 0.757 -4.084
H 4.671 0.341 -3.803
H 3.855 1.061 -2.405
H 3.488 -1.760 -3.478
H 3.838 -1.298 -1.804
H 1.616 -0.385 -1.511
H 1.262 -1.729 -2.619
H 2.630 0.366 -5.103
H 2.407 1.840 -4.137
C 2.566 -5.037 2.676
C 2.554 -3.613 3.187
C 1.446 -2.990 2.363
O 0.504 -4.034 2.077
C 1.092 -5.294 2.429
H 3.012 -5.749 3.370
H 3.117 -5.088 1.732
H 2.281 -3.602 4.248
H 3.510 -3.098 3.075
H 1.826 -2.610 1.408
H 0.942 -2.173 2.886
H 0.594 -5.653 3.337
H 0.919 -6.016 1.629
C 3.527 -9.969 3.377
C 2.732 -9.953 2.091
C 2.614 -8.467 1.813
O 3.789 -7.848 2.354
C 4.474 -8.802 3.177
H 4.046 -10.911 3.562
H 2.864 -9.771 4.226
H 3.306 -10.437 1.294
H 1.764 -10.451 2.165
H 1.744 -8.036 2.319
H 2.541 -8.245 0.745
H 5.380 -9.113 2.646
H 4.767 -8.332 4.119
C -9.917 -2.651 0.941
C -8.529 -3.048 0.488
C -7.726 -2.900 1.764
O -8.620 -3.178 2.851
C -9.962 -3.214 2.348
H -10.715 -3.034 0.303
H -9.999 -1.559 0.973
H -8.530 -4.095 0.166
H -8.144 -2.441 -0.330
H -7.358 -1.875 1.886
H -6.874 -3.583 1.805
H -10.292 -4.259 2.347
H -10.618 -2.643 3.009
C 7.883 -3.306 2.929
C 7.869 -1.883 3.441
C 6.761 -1.262 2.615
O 5.820 -2.306 2.328
C 6.410 -3.566 2.682
H 8.330 -4.018 3.625
H 8.435 -3.356 1.986
H 7.596 -1.872 4.501
H 8.824 -1.366 3.329
H 7.141 -0.882 1.660
H 6.255 -0.446 3.137
H 5.912 -3.926 3.589
H 6.240 -4.290 1.882
*
```

The HOMO-LUMO gap comes out at 0.3498 hartree.


A structure of composition C20H10Cl5N5NiO2 in a non-equilibrium geometry, computed with ωB97M-V with the def2-TZVPD basis set.

```
! wB97M-V def2-TZVPD RIJCOSX def2/J DEFGRID3
* xyz 0 3
Ni -0.185 0.032 0.089
Cl -0.042 -4.826 4.929
C -0.294 -4.007 3.418
C -0.038 -2.643 3.354
C -0.231 -1.955 2.168
N -0.085 -0.574 1.978
C 0.089 0.323 2.936
O 0.379 0.197 4.124
C -0.169 1.732 2.409
C -0.145 2.811 3.276
C -0.468 4.068 2.793
C -0.802 4.213 1.453
C -0.791 3.090 0.649
N -0.486 1.877 1.115
C -0.678 -2.645 1.024
C -0.932 -4.004 1.101
C -0.740 -4.683 2.298
Cl -1.078 -6.386 2.345
N -0.836 -1.833 -0.112
C -1.375 -2.216 -1.264
O -1.846 -3.294 -1.614
C -1.395 -1.069 -2.269
C -1.887 -1.267 -3.548
C -1.877 -0.211 -4.441
C -1.367 1.016 -4.036
C -0.890 1.131 -2.745
N -0.912 0.115 -1.878
H 0.307 -2.114 4.230
H 0.117 2.625 4.308
H -0.467 4.925 3.454
H -1.071 5.174 1.036
H -1.043 3.156 -0.403
H -1.287 -4.533 0.230
H -2.260 -2.249 -3.798
H -2.258 -0.338 -5.447
H -1.336 1.868 -4.701
H -0.471 2.065 -2.389
Cl 3.492 3.387 -1.743
C 3.479 2.484 -0.226
Cl 3.024 3.520 1.119
Cl 5.026 1.706 0.065
C 2.447 1.444 -0.327
N 1.650 0.629 -0.367
*
```

The expectation value of S² is 2.007. The HOMO-LUMO gap (spin up / spin down) comes out at 0.2453 / 0.2421 hartree. For the relative energy (zero: lowest compared OMol25 entry of this formula, charge and spin), the calculation gives 12.08 kJ/mol.


no.,DFT total energy (hartree)
1,-7933.34011
2,-5001.75049